# 1
5
Properties=species:S:1:pos:R:3:nbo_charge:R:1 method="wB97M-V/def2-TZVPD" charge=0 e_lumo_ev=0.26 smiles=F[Si](Cl)(Br)Br gap_ev=11.0
Br 1.69754 1.19260 -0.08931 -0.258
Br -1.77493 1.19287 0.01801 -0.313
Cl -0.18484 -1.42377 1.45438 -0.289
Si 0.04377 -0.16817 0.04569 1.498
F 0.21847 -0.79353 -1.42878 -0.639

---

# 2
22
Properties=species:S:1:pos:R:3:nbo_charge:R:1 method="wB97M-V/def2-TZVPD" charge=0 e_lumo_ev=0.68 smiles="C=C(C)NC.CNC#N" gap_ev=8.2
N -1.18463 -1.54984 1.01137 -0.420
N 1.22307 -1.51539 0.74108 -0.669
N -1.71515 0.96477 -0.35100 -0.607
C -2.57983 -0.07125 -0.81007 -0.448
C 0.36232 1.65115 0.58350 -0.521
C 0.34287 0.41142 -1.57791 -0.660
C 2.31852 -0.70371 1.22497 -0.402
C -0.07228 -1.20907 0.83628 0.448
C -0.30840 0.83544 -0.28066 0.192
H 0.00520 -0.58833 -1.85842 0.218
H -2.39562 -0.99927 -0.13471 0.240
H 1.42238 0.37100 -1.46927 0.215
H 2.97056 -1.30145 1.86952 0.201
H 1.37617 1.95670 0.40073 0.199
H -2.30795 -0.39356 -1.81230 0.183
H -2.07953 1.44054 0.46189 0.372
H -3.61552 0.26170 -0.76404 0.200
H 1.93848 0.14937 1.79103 0.229
H -0.10021 1.99399 1.49476 0.197
H 0.09108 1.10990 -2.37958 0.233
H 2.89968 -0.30756 0.38849 0.188
H 1.40878 -2.50654 0.63435 0.411

---

# 3
70
Properties=species:S:1:pos:R:3:nbo_charge:R:1 method="wB97M-V/def2-TZVPD" charge=0 e_lumo_ev=-1.11 smiles="O=[N+]([O-])c1ccccc1.O=[N+]([O-])c1ccccc1.C[N+](=O)[O-].C[N+](=O)[O-].C[N+](=O)[O-].C[N+](=O)[O-].C[N+](=O)[O-].C[N+](=O)[O-]" gap_ev=9.2
O -2.48106 0.02447 4.46270 -0.384
O -2.55458 0.14499 2.31112 -0.380
O 3.17538 1.14633 -0.13707 -0.382
O 3.75217 0.74202 -5.22697 -0.385
O -2.94856 -4.20452 -0.31343 -0.390
O 5.18228 4.82261 -2.39455 -0.373
O -0.25328 -5.35006 -0.97740 -0.346
O -0.62677 0.53891 -1.87476 -0.378
O 0.61038 2.03746 -0.95363 -0.396
O 0.22576 -4.80330 3.34392 -0.408
O 5.49562 0.47925 -3.98843 -0.371
O 3.63025 5.34617 -3.78652 -0.385
O -0.75242 -6.65870 2.86424 -0.364
O -4.20375 -2.89558 -1.49012 -0.368
O 2.83334 2.72209 1.29201 -0.385
O 0.99217 -3.58808 -0.86567 -0.416
N 0.69677 -4.73136 -0.56006 0.535
N -3.23858 -3.12215 -0.78177 0.537
N 4.31348 0.36187 -4.22108 0.535
N -0.41620 1.66578 -1.48836 0.529
N -0.74700 -5.45870 3.00574 0.537
N 4.03363 4.80414 -2.78219 0.536
N 2.68793 1.58475 0.88746 0.539
N -2.63791 0.63187 3.41845 0.541
C -3.34982 4.57407 -2.23147 -0.174
C -2.50759 2.36398 -2.58226 -0.213
C 0.61703 -1.37599 1.68360 -0.234
C 1.57378 -5.41419 0.41046 -0.499
C -2.30639 4.85973 -1.36721 -0.208
C -2.96027 2.07821 3.52985 -0.483
C 0.52518 0.10097 3.55493 -0.238
C 3.03181 4.03180 -1.95958 -0.480
C 1.35599 -0.44237 0.99556 -0.130
C -1.46713 2.67371 -1.72799 0.084
C 1.73270 0.74185 1.60258 0.000
C 3.45743 -0.27087 -3.14264 -0.479
C 1.34446 1.00435 2.90268 -0.184
C -1.31861 3.91119 -1.13977 -0.216
C -2.00482 -4.72182 2.66661 -0.495
C 0.19526 -1.11512 2.97954 -0.156
C -3.44543 3.33551 -2.84628 -0.204
C -2.38652 -1.97297 -0.44055 -0.499
H 0.20497 0.28151 4.57372 0.226
H -2.84528 -1.08899 -0.86663 0.234
H -3.95519 2.11783 3.97241 0.239
H 4.15757 -0.75648 -2.47669 0.232
H -4.07956 5.33974 -2.46263 0.224
H -4.28305 3.12461 -3.49659 0.229
H -2.50008 1.37433 -3.01523 0.253
H -2.40796 -1.87748 0.64691 0.238
H -2.24980 2.54400 4.20094 0.240
H 3.33668 4.03069 -0.92290 0.247
H -0.44232 -1.78848 3.53376 0.227
H 1.72551 1.87100 3.42813 0.242
H -0.46205 4.16680 -0.53363 0.250
H 1.13969 -6.38247 0.62143 0.241
H -2.20317 5.85787 -0.96285 0.226
H -1.35283 -2.07090 -0.75749 0.254
H -2.83421 -5.38932 2.86322 0.237
H -2.98897 2.50756 2.53687 0.233
H 2.54570 -5.52702 -0.07118 0.238
H 1.62143 -0.68049 -0.02490 0.245
H 2.09789 4.54990 -2.15577 0.220
H -1.94257 -4.48541 1.60675 0.262
H 3.01592 3.02776 -2.36923 0.230
H 0.39761 -2.32384 1.21100 0.224
H 2.96891 0.58537 -2.68822 0.235
H 1.73631 -4.81176 1.29841 0.250
H -2.02825 -3.83883 3.29435 0.225
H 2.77094 -0.95983 -3.61569 0.231

---

# 4
71
Properties=species:S:1:pos:R:3:lowdin_spin:R:1 method="wB97M-V/def2-TZVPD" charge=+2 e_lumo_ev="-6.32 / -9.00" gap_ev="7.0 / 4.7" multiplicity=5
Os 1.22951 -0.59884 -0.60846 2.097
P -0.33380 1.53383 -5.73924 0.491
P 1.98960 -0.40970 -5.93956 0.006
C -2.80227 -0.22124 1.29367 0.023
C 2.07309 1.11016 -0.04711 0.047
C 1.23661 -1.40721 -7.29892 0.001
C 2.07168 -1.32424 2.20544 0.029
C -2.03084 -2.67348 -0.55366 0.012
C -2.06136 1.77640 -1.75784 0.009
C -1.08938 -1.83797 0.22586 0.092
C 0.14344 2.48468 -2.76994 0.036
C 3.60643 -0.18435 -6.78801 0.001
C -2.30317 0.44282 -2.39540 0.012
C 1.34153 0.05421 -2.55961 0.077
C 1.01229 -3.44410 0.18364 0.047
C 0.82481 -1.17435 1.40538 0.082
C 0.13257 -0.70437 -2.42280 0.027
C -0.26589 0.65261 2.87221 0.009
C 1.33023 1.27294 -6.50713 0.073
C 0.31962 -2.15666 0.44502 0.095
C -1.56786 0.79098 -6.85745 0.071
C 1.35066 1.51988 -2.97782 0.017
C -0.29305 -0.32536 1.76182 0.077
C -0.57618 3.30920 -6.07834 0.061
C -0.88440 2.43517 -1.68509 0.002
C -1.43095 -0.74655 1.05318 0.151
C -1.12585 -0.21974 -3.12159 0.088
H 1.30681 -0.87904 -8.25732 0.000
H -3.29928 -0.80813 2.07747 0.010
H -3.43796 -0.26409 0.40503 0.003
H -1.52102 3.62504 -5.60841 0.001
H 1.55165 1.50123 -4.06324 0.006
H 0.60709 3.49213 -2.68863 0.001
H -0.70440 3.12444 -0.85081 0.000
H -1.57290 -3.02210 -1.48850 0.002
H 2.32693 -0.37989 2.69906 0.000
H 2.02835 2.06189 -6.16835 0.000
H -2.55896 0.98795 -6.41826 0.001
H 1.81904 -2.33378 -7.36349 0.000
H 2.20019 -0.50518 -2.96731 0.016
H 3.12007 0.87171 0.21311 0.025
H -2.74477 -0.28656 -1.68903 0.003
H 0.45361 -4.07537 -0.51591 0.000
H -2.96186 2.22540 -1.32224 0.000
H 1.99450 -3.22022 -0.25558 0.015
H 3.46346 0.15660 -7.82200 0.001
H -0.63060 3.45898 -7.16662 0.016
H 2.26548 1.98741 -2.58918 0.001
H 1.59515 1.55298 0.83762 0.008
H -0.97578 1.47052 2.71110 0.000
H -2.33758 -3.56377 0.01876 0.005
H -0.41238 2.48802 -3.74127 0.019
H -0.52729 0.17832 3.83365 0.004
H 1.17597 -4.00282 1.12076 0.010
H -1.52795 -1.10056 -3.64578 0.001
H 0.26547 3.88434 -5.66251 0.000
H 0.19182 -1.66226 -7.09387 0.000
H 4.20326 0.55849 -6.24331 0.000
H 1.94615 -2.09506 2.98066 0.008
H 0.25613 -1.79480 -2.53322 0.016
H -1.50590 1.28772 -7.83544 0.018
H 2.89712 -1.61607 1.54852 0.008
H 0.73536 1.08573 2.98388 0.002
H 2.10944 1.89575 -0.81146 0.004
H 4.11760 -1.15512 -6.78364 0.000
H -2.77238 0.81790 1.63727 0.002
H -0.79606 0.46509 -3.93930 0.044
H 1.23560 1.33155 -7.60572 0.015
H -2.94472 -2.11927 -0.80222 0.001
H -3.07814 0.61795 -3.18106 0.001
H -1.43358 -0.29309 -6.96696 0.000

---

# 5
8
Properties=species:S:1:pos:R:3:nbo_charge:R:1 method="wB97M-V/def2-TZVPD" charge=0 e_lumo_ev=0.42 smiles="C=C(F)Cl.I" gap_ev=10.2
I 2.33876 0.21444 0.99890 -0.097
Cl 1.00562 -2.10422 -1.51197 0.040
F -0.42220 -0.06034 -1.35464 -0.330
C -0.39056 -1.42444 -0.85605 0.338
C -1.03422 -2.17582 0.07167 -0.503
H -1.85856 -2.06524 0.68402 0.225
H -0.72523 -3.16522 0.28455 0.232
H 1.13115 -0.67039 1.60334 0.095

---

# 6
56
Properties=species:S:1:pos:R:3:lowdin_spin:R:1 method="wB97M-V/def2-TZVPD" charge=-2 e_lumo_ev="4.19 / 4.20" gap_ev="2.6 / 2.6" multiplicity=5
I 2.95454 -0.77494 -2.59244 -0.040
Mn 1.13156 -0.48224 -1.13014 2.969
O -2.41437 -2.17860 0.78499 0.203
O -1.01839 -0.46113 6.58847 0.022
O -1.33024 -0.71561 -0.45967 0.181
O 2.13006 2.17206 3.89356 0.013
O 2.87298 1.04259 2.17820 0.017
O 0.89713 0.24721 0.74816 0.023
O -2.59306 -1.62658 5.58533 -0.006
O 1.40012 2.88972 -3.22545 0.003
N 2.13142 -2.83790 0.01740 0.008
N -1.57371 -0.91002 5.56172 0.010
N -1.83849 2.22458 -1.79948 0.004
N 0.45830 -3.17085 -1.32624 -0.003
N 1.99663 1.28586 3.02034 0.012
N 0.00171 2.84424 -0.81810 0.004
N -1.59980 -1.24357 0.67650 0.248
C 0.75304 0.50419 3.06734 0.029
C 1.49157 -2.30898 -1.06223 -0.033
C -2.19791 2.78011 -0.58008 0.004
C 1.37320 3.09921 -0.43627 -0.001
C -2.84437 1.59917 -2.61940 0.000
C -0.62793 -2.98027 -2.28359 0.006
C -0.47762 2.24679 -1.97177 0.002
C -1.57380 -1.07383 3.09085 0.176
C 0.58538 -4.29808 -0.52915 0.001
C 1.62745 -4.08909 0.30620 -0.001
C -1.00968 -0.56720 4.27784 0.024
C 0.11806 0.25613 4.27394 0.070
C -1.00364 -0.71420 1.86620 0.020
C 3.21456 -2.21246 0.75066 0.004
C -1.04928 3.17532 0.02148 -0.002
C 0.22125 0.05223 1.81400 0.002
C -0.40176 2.33803 -4.60850 -0.001
C 0.21696 2.48534 -3.28242 0.003
H -3.23941 2.90020 -0.31486 0.001
H -0.81089 3.28829 -5.01816 0.000
H -1.19128 1.60932 -4.68217 0.000
H 4.06217 -2.90488 0.74262 0.000
H 2.08544 -4.72589 1.04150 0.000
H 1.75870 2.30817 0.23146 0.000
H 1.44157 4.04508 0.11946 0.000
H -0.99582 -3.98323 -2.52686 0.000
H 3.51321 -1.27245 0.28474 0.004
H 0.53058 0.63929 5.20938 0.004
H -0.91411 3.70405 0.95602 0.000
H -3.01335 0.54713 -2.33426 0.000
H -0.27894 -2.45964 -3.17993 0.002
H 2.92595 -2.00982 1.79374 0.000
H -3.76938 2.17263 -2.47981 0.000
H 1.99573 3.14452 -1.33057 0.000
H -2.57540 1.63255 -3.67339 0.000
H -0.06313 -5.14495 -0.63320 0.000
H 0.38554 2.02380 -5.31402 0.001
H -1.42936 -2.38373 -1.82140 0.001
H -2.43970 -1.72768 3.13144 0.016

---

# 7
12
Properties=species:S:1:pos:R:3:nbo_charge:R:1 method="wB97M-V/def2-TZVPD" charge=0 e_lumo_ev=1.24 smiles="C=CCC" gap_ev=10.6
C -1.09900 -0.73658 -0.96570 -0.617
C 0.47935 -0.53986 -0.76158 -0.438
C 0.47369 1.36117 1.19779 -0.466
C 0.61515 0.10775 0.72269 -0.154
H 0.86770 -0.75094 1.58952 0.182
H 0.56775 0.35927 -1.18129 0.206
H 1.20772 -1.34946 -0.83265 0.231
H -1.12829 -1.64407 -0.28969 0.211
H -1.86599 -0.04008 -0.49271 0.228
H 0.60297 2.37518 0.70856 0.203
H 0.46922 1.65245 2.31254 0.206
H -1.19025 -0.79482 -2.00747 0.209

---

# 8
15
Properties=species:S:1:pos:R:3:nbo_charge:R:1 method="wB97M-V/def2-TZVPD" charge=+1 e_lumo_ev=-4.19 gap_ev=10.8
O 1.26807 -0.97448 0.56228 -0.629
N -1.50510 -0.81200 0.91098 -0.885
N 1.46840 1.25072 0.59516 -0.794
C 0.59519 0.19074 0.41361 0.593
C -0.10033 -0.04511 -1.55179 -0.491
C -0.79213 0.25024 0.37537 0.036
H -0.91326 0.45326 -2.09219 0.244
H 0.65540 -1.57453 1.03212 0.518
H 2.39948 0.96892 0.88285 0.422
H 1.64715 1.86407 -0.18935 0.411
H -2.27172 -1.25483 0.42381 0.419
H -0.35681 -1.08610 -1.42198 0.232
H -1.82547 -0.70240 1.86714 0.428
H 0.89204 0.24276 -1.94383 0.261
H -1.16092 1.22874 0.13581 0.234